1.
Below is a 2-piece molecular cluster, C4H10NS2 overall at a distorted geometry, with properties calculated with the ωB97M-V functional and the def2-TZVPD basis.

Calculated values
Kohn-Sham gap (alpha / beta), eV: 7.518 / 7.517
Net charge: +1
Relative energy (zero: lowest compared OMol25 entry of this formula, charge and spin), kcal/mol: 37.9

CARTESIAN COORDINATES (ANGSTROEM)
1 C 0.67814 0.61205 -0.78230
2 C 1.90477 -0.96753 0.62404
3 C 2.95294 0.94377 -0.46065
4 C -3.82622 -0.06394 0.70213
5 N 1.76005 0.18288 -0.32324
6 S -0.59306 1.11896 -1.45287
7 S -3.39680 -0.14133 -1.09769
8 H 2.07267 -0.46236 1.59409
9 H 2.68499 -1.64664 0.45708
10 H 0.83000 -1.39927 0.73566
11 H 3.05927 1.86498 0.19774
12 H 2.98567 1.26661 -1.48150
13 H 3.77577 0.26238 -0.39213
14 H -3.16635 -0.70692 1.31124
15 H -4.78822 -0.41668 0.96992
16 H -3.70986 0.94044 0.87058
17 H -3.22376 -1.38740 -1.47210

Mulliken population analysis, charges in e, atoms 1 to 8: atom 1 (C): 0.740, atom 2 (C): -0.789, atom 3 (C): -0.919, atom 4 (C): -0.649, atom 5 (N): -0.041, atom 6 (S): -0.127, atom 7 (S): -0.279, atom 8 (H): 0.400

---

2.
Below is a 2-piece molecular cluster, C4H10NS3 overall at a distorted geometry, with properties calculated with the ωB97M-V functional and the def2-TZVPD basis.

Calculated values
Spin multiplicity: 3
Kohn-Sham gap (alpha / beta), eV: 8.094 / 8.074
Expectation value of S²: 2.01
Net charge: +1

CARTESIAN COORDINATES (ANGSTROEM)
1 C 0.51854 1.76603 -0.02175
2 C -0.05274 0.63216 -2.30312
3 C -0.58569 0.90750 0.15300
4 C 0.46982 -1.31725 1.52558
5 N -0.83296 0.10622 -1.05895
6 S 1.52787 1.18375 -1.52841
7 S -0.43470 -1.53849 3.02982
8 S 0.35789 -2.43643 0.16971
9 H 0.13234 2.74025 -0.26423
10 H 1.24767 1.96947 0.81890
11 H -0.02438 -0.25200 -2.94991
12 H -0.61314 1.60712 -2.84438
13 H -0.62872 0.22026 0.98165
14 H 1.38921 -0.92882 1.81630
15 H -1.82470 -0.05759 -1.19085
16 H -0.37508 -0.80691 -0.74156
17 H 0.49087 -0.80628 3.77497
18 H -0.76211 -2.98901 0.63323

Mulliken population analysis, charges in e, atoms 1 to 8: atom 1 (C): -0.396, atom 2 (C): -0.445, atom 3 (C): -0.643, atom 4 (C): -0.513, atom 5 (N): 0.034, atom 6 (S): -0.055, atom 7 (S): -0.094, atom 8 (S): -0.257

---

3.
Below is a 2-piece molecular cluster, C4H10O overall at a distorted geometry, with properties calculated with the ωB97M-V functional and the def2-TZVPD basis.

Calculated values
Spin multiplicity: 2
Kohn-Sham gap (alpha / beta), eV: 3.400 / 8.874
Expectation value of S²: 0.75
Net charge: -1
Relative energy (zero: lowest compared OMol25 entry of this formula, charge and spin), kcal/mol: 16.4

CARTESIAN COORDINATES (ANGSTROEM)
1 C 0.05985 -1.79220 -0.79588
2 C 0.21405 -0.29675 -0.86661
3 C -0.74181 0.52044 -0.29139
4 C -0.65843 2.00717 -0.15950
5 H 1.04286 -2.30091 -0.79040
6 H -0.44675 -2.16683 0.10406
7 H -0.30015 -2.29010 -1.70732
8 H 1.23638 0.01237 -1.02930
9 H -1.64384 -0.00419 0.00569
10 H 0.08537 2.31374 0.57776
11 H -0.30248 2.47304 -1.08675
12 H -1.63356 2.44346 0.07169
13 H 0.65073 -0.43829 2.64843
14 H 1.06631 0.06171 1.30283
15 O 1.37146 -0.54265 2.01669

Mulliken population analysis, charges in e, atoms 1 to 8: atom 1 (C): -1.583, atom 2 (C): -0.745, atom 3 (C): -0.671, atom 4 (C): -1.407, atom 5 (H): 0.375, atom 6 (H): 0.407, atom 7 (H): 0.515, atom 8 (H): 0.430

---

4.
Below is a 2-piece molecular cluster, C4H10O overall at a distorted geometry, with properties calculated with the ωB97M-V functional and the def2-TZVPD basis.

Calculated values
Kohn-Sham gap, eV: 6.934
Net charge: 0
Relative energy (zero: lowest compared OMol25 entry of this formula, charge and spin), kcal/mol: 137.1

CARTESIAN COORDINATES (ANGSTROEM)
1 C 0.28100 0.32092 -0.14224
2 O -1.58918 2.95956 -0.86610
3 C 0.06967 -0.09134 1.17557
4 C 1.12421 -0.97816 -0.04726
5 C 0.31397 -2.37909 0.10042
6 H -1.54837 2.09868 -0.43796
7 H 0.71087 1.30664 -0.31451
8 H -1.12620 2.89904 -1.70541
9 H -0.89848 -0.48151 1.46793
10 H 0.74427 0.03485 2.03022
11 H 2.03358 -1.04391 0.54912
12 H 1.40524 -1.23186 -1.06667
13 H -0.46693 -2.31020 -0.64853
14 H -0.05952 -2.56347 1.09613
15 H 0.99819 -3.15259 -0.24463

Mulliken population analysis, charges in e, atoms 1 to 8: atom 1 (C): -0.892, atom 2 (O): -0.679, atom 3 (C): -0.245, atom 4 (C): -0.334, atom 5 (C): -1.188, atom 6 (H): 0.370, atom 7 (H): 0.186, atom 8 (H): 0.321

---

5.
Below is C4H10O as an isolated structure, with properties calculated with the ωB97M-V functional and the def2-TZVPD basis.

Calculated values
Kohn-Sham gap, eV: 8.499
Net charge: 0
Relative energy (zero: lowest compared OMol25 entry of this formula, charge and spin), kcal/mol: 98.4

CARTESIAN COORDINATES (ANGSTROEM)
1 C -1.28598 1.43767 -0.55911
2 O -0.04543 1.21179 -0.14271
3 C 0.38642 0.01246 0.16981
4 C -0.11671 -1.15528 -0.62402
5 C 1.77031 -0.00903 0.74543
6 H -1.72099 0.50666 1.00885
7 H -1.73245 0.72792 -1.24866
8 H -1.49168 2.49431 -0.67722
9 H -1.13622 0.03809 1.34105
10 H 0.06613 -0.98826 -1.69930
11 H -1.19171 -1.32198 -0.49878
12 H 0.40939 -2.06627 -0.32652
13 H 1.86331 -0.82019 1.47509
14 H 1.98742 0.93739 1.24767
15 H 2.53551 -0.17438 -0.02822

Mulliken population analysis, charges in e, atoms 1 to 8: atom 1 (C): -0.559, atom 2 (O): -0.258, atom 3 (C): 0.645, atom 4 (C): -1.208, atom 5 (C): -1.296, atom 6 (H): 0.053, atom 7 (H): 0.260, atom 8 (H): 0.229

---

6.
Below is a 2-piece molecular cluster, C4H10O overall, with properties calculated with the ωB97M-V functional and the def2-TZVPD basis.

Calculated values
SMILES: C=COCC.[H][H]
Kohn-Sham gap, eV: 9.956
Net charge: 0
Relative energy (zero: lowest compared OMol25 entry of this formula, charge and spin), kcal/mol: 48.1

CARTESIAN COORDINATES (ANGSTROEM)
1 C 2.01014 1.17296 0.15877
2 C 0.98213 0.47891 -0.31884
3 O -0.28807 0.68674 0.10583
4 C -1.26621 -0.20851 -0.40692
5 C -2.52483 -0.01543 0.41408
6 H 1.85812 1.92851 0.92334
7 H 3.01116 0.99003 -0.21834
8 H 1.11124 -0.30101 -1.07104
9 H -0.90517 -1.24520 -0.33134
10 H -1.44861 0.00576 -1.47042
11 H -3.33300 -0.65949 0.05565
12 H -2.86073 1.02391 0.35588
13 H -2.32806 -0.25404 1.46330
14 H 2.83951 -1.48688 0.29649
15 H 3.14238 -2.11625 0.04357

Mulliken population analysis, charges in e, atoms 1 to 8: atom 1 (C): -0.730, atom 2 (C): -0.034, atom 3 (O): -0.348, atom 4 (C): -0.242, atom 5 (C): -1.189, atom 6 (H): 0.247, atom 7 (H): 0.300, atom 8 (H): 0.363

---

7.
Below is one molecule with the formula C4H10O at a distorted geometry, with properties calculated with the ωB97M-V functional and the def2-TZVPD basis.

Calculated values
SMILES: COC(C)C
Kohn-Sham gap, eV: 9.922
Net charge: 0
Relative energy (zero: lowest compared OMol25 entry of this formula, charge and spin), kcal/mol: 55.4

CARTESIAN COORDINATES (ANGSTROEM)
1 C -1.84647 0.51262 0.25606
2 O -1.10909 -0.06615 -0.77529
3 C 0.57688 -0.23784 -0.65544
4 C 0.45073 -1.45119 0.14907
5 C 1.24991 0.96300 -0.03432
6 H -1.66732 1.59569 0.33285
7 H -1.62818 0.07836 1.24713
8 H -2.91517 0.35894 0.06721
9 H 0.84836 -0.42170 -1.69483
10 H 0.25469 -1.29211 1.20394
11 H -0.06018 -2.27662 -0.33174
12 H 1.61146 -1.58086 -0.10160
13 H 1.09730 1.00382 1.04287
14 H 2.31923 0.94986 -0.23727
15 H 0.81784 1.86419 -0.46865

Mulliken population analysis, charges in e, atoms 1 to 8: atom 1 (C): -0.564, atom 2 (O): -0.478, atom 3 (C): 0.414, atom 4 (C): -0.969, atom 5 (C): -1.286, atom 6 (H): 0.225, atom 7 (H): 0.231, atom 8 (H): 0.237

---

8.
Below is one molecule with the formula C4H10O, with properties calculated with the ωB97M-V functional and the def2-TZVPD basis.

Calculated values
SMILES: CCCOC
Kohn-Sham gap, eV: 10.881
Net charge: 0
Relative energy (zero: lowest compared OMol25 entry of this formula, charge and spin), kcal/mol: 16.9

CARTESIAN COORDINATES (ANGSTROEM)
1 C 2.25741 -0.22198 -0.61145
2 C 0.76369 -0.21307 -0.92341
3 C -0.06138 0.18835 0.28598
4 O -1.42089 0.01182 -0.02839
5 C -2.30910 0.48238 0.95373
6 H 2.47916 -0.93133 0.19476
7 H 2.85193 -0.51091 -1.48397
8 H 2.60362 0.76631 -0.28682
9 H 0.43348 -1.20805 -1.24368
10 H 0.53656 0.47425 -1.74722
11 H 0.15489 1.23511 0.56532
12 H 0.20703 -0.43978 1.15416
13 H -3.16406 -0.19928 0.99132
14 H -1.84782 0.51110 1.95135
15 H -2.67472 1.48971 0.71118

Mulliken population analysis, charges in e, atoms 1 to 8: atom 1 (C): -1.174, atom 2 (C): -0.265, atom 3 (C): -0.475, atom 4 (O): -0.328, atom 5 (C): -0.710, atom 6 (H): 0.317, atom 7 (H): 0.338, atom 8 (H): 0.313

---

Question: The lowest net charge belongs to which entry?
Answer: number 3